Here is C38H36N3O4ReS6 as an isolated structure from the OMol25 dataset. Energies are from wB97M-V/def2-TZVPD.

The expectation value of S² is 0.765. The electronic energy comes out at -119796.009 eV. The spin multiplicity is 2. The orbital gap (spin up / spin down) is 6.8 / 6.8 eV. Its net charge is -1. For the HOMO energy (spin up / spin down), the calculation gives -4.50 / -4.49 eV. The calculation puts the LUMO energy (spin up / spin down) at 2.27 / 2.27 eV. The energy relative to the best compared isomer or geometry (same formula, charge and spin) comes out at 36.10 kJ/mol.

The geometry in XYZ format:
```
88
Properties=species:S:1:pos:R:3:mulliken_spin:R:1
Re -0.68 0.23 1.15 1.0415
C -4.27 0.43 4.13 -0.0037
C -3.40 0.18 2.93 0.0499
S -1.74 0.74 3.02 -0.0501
C -3.80 -0.43 1.81 -0.0065
C -5.20 -0.95 1.62 -0.0031
S -2.71 -0.64 0.46 0.0107
H -3.69 0.84 4.95 0.0005
H -4.75 -0.49 4.47 0.0020
H -5.07 1.14 3.89 0.0039
H -5.94 -0.15 1.74 0.0007
H -5.44 -1.72 2.37 0.0016
H -5.32 -1.38 0.63 0.0016
C -1.61 4.76 6.15 0.0002
C -0.65 4.10 5.19 0.0016
C -0.71 4.39 3.83 -0.0018
C 0.16 3.79 2.94 -0.0011
C 1.11 2.89 3.41 0.0000
C 1.19 2.60 4.76 0.0006
C 0.31 3.21 5.65 0.0003
S 2.11 1.97 2.27 -0.0070
O 2.14 2.73 1.04 -0.0017
O 3.36 1.71 2.94 0.0005
N 1.32 0.61 2.02 -0.0375
C 1.61 -0.47 2.95 0.0089
C 1.03 -1.76 2.40 0.0033
O 1.40 -2.86 2.74 0.0010
O 0.05 -1.58 1.52 0.0006
H -2.61 4.83 5.72 0.0000
H -1.28 5.77 6.40 0.0000
H -1.68 4.20 7.08 0.0000
H -1.46 5.08 3.46 0.0000
H 0.11 4.00 1.88 0.0014
H 1.95 1.92 5.11 0.0002
H 0.37 2.98 6.70 0.0000
H 1.13 -0.33 3.94 -0.0021
H 2.68 -0.61 3.12 0.0010
S -1.67 -5.16 -1.76 0.0006
C -1.75 -3.61 -0.97 0.0005
N -1.34 -2.60 -1.65 0.0003
C -0.91 -3.01 -2.90 0.0008
C -0.36 -2.15 -3.86 -0.0003
C 0.05 -2.68 -5.06 0.0001
C -0.07 -4.06 -5.32 -0.0001
C -0.59 -4.92 -4.37 0.0000
C -1.01 -4.38 -3.16 0.0000
H -2.10 -3.52 0.05 -0.0058
H -0.26 -1.10 -3.62 -0.0001
H 0.48 -2.04 -5.82 0.0000
H 0.27 -4.45 -6.27 0.0000
H -0.67 -5.98 -4.57 0.0000
N 0.76 -0.13 -0.94 -0.0105
S 2.35 -0.07 -0.59 -0.0033
C 3.13 0.34 -2.15 0.0001
C 3.83 1.54 -2.19 -0.0002
C 4.41 1.94 -3.40 -0.0001
C 4.27 1.15 -4.53 -0.0001
C 3.56 -0.04 -4.47 0.0001
C 2.98 -0.45 -3.28 0.0000
C 2.81 -1.78 -0.51 0.0000
C 1.84 -2.76 -0.55 0.0057
C 2.23 -4.09 -0.45 -0.0020
C 3.57 -4.42 -0.29 0.0001
C 4.53 -3.42 -0.23 0.0000
C 4.16 -2.09 -0.33 0.0002
H 0.56 0.85 -1.12 -0.0066
H 3.90 2.15 -1.30 0.0002
H 4.95 2.88 -3.45 0.0000
H 4.72 1.46 -5.46 0.0000
H 3.45 -0.65 -5.36 0.0000
H 2.41 -1.37 -3.21 0.0002
H 0.81 -2.47 -0.65 -0.0002
H 1.48 -4.87 -0.47 0.0000
H 3.86 -5.46 -0.21 0.0000
H 5.57 -3.67 -0.09 0.0000
H 4.90 -1.30 -0.28 -0.0001
S -0.91 2.30 -0.03 -0.0385
C -1.87 2.09 -1.50 0.0170
C -2.55 3.22 -1.97 0.0055
C -3.29 3.17 -3.14 0.0008
C -3.38 1.99 -3.86 -0.0015
C -2.71 0.86 -3.40 -0.0017
C -1.96 0.91 -2.24 0.0091
H -2.48 4.15 -1.41 -0.0005
H -3.81 4.06 -3.48 0.0000
H -3.97 1.94 -4.77 0.0000
H -2.77 -0.07 -3.95 -0.0003
H -1.43 0.03 -1.91 0.0130
```



Here is an isolated ion of composition C38H36NO3S and charge +1 at a distorted geometry from the OMol25 dataset. Energies are from wB97M-V/def2-TZVPD.

Its SMILES is CCC(=C=[N+](Cc1ccccc1)S(=O)(=O)c1ccc(C)cc1)[C@H](c1ccc(C)cc1)c1ccc(Oc2ccccc2)cc1. The electronic energy comes out at -58447.027 eV. The orbital gap is 7.2 eV. Its net charge is +1. For the HOMO energy, the calculation gives -10.84 eV. The calculation puts the LUMO energy at -3.60 eV. The energy relative to the best compared isomer or geometry (same formula, charge and spin) comes out at 184.98 kJ/mol.

The geometry in XYZ format:
```
79
Properties=species:S:1:pos:R:3:lowdin_charge:R:1
C 3.09 1.84 -2.95 -0.0623
C 3.26 0.65 -1.99 -0.2002
C 1.96 0.26 -1.33 -0.1552
C 0.84 -0.07 -1.90 -0.0035
N -0.37 -0.41 -2.20 -0.0096
C -0.31 -1.50 -3.27 -0.0876
C 0.73 -2.50 -2.85 -0.2461
C 1.47 -3.16 -3.85 -0.0308
C 2.41 -4.15 -3.50 -0.0644
C 2.54 -4.55 -2.16 -0.0711
C 1.75 -3.95 -1.17 -0.0725
C 0.82 -2.95 -1.53 -0.0410
S -1.39 1.22 -2.75 0.8309
O -1.08 2.26 -1.80 -0.2362
O -1.12 1.38 -4.15 -0.2525
C -2.91 0.40 -2.45 -0.3168
C -3.78 0.19 -3.54 -0.0374
C -4.96 -0.51 -3.34 -0.0187
C -5.29 -1.04 -2.10 -0.2562
C -6.57 -1.79 -1.93 -0.0324
C -4.40 -0.86 -1.04 -0.0098
C -3.22 -0.14 -1.20 -0.0371
C 1.81 0.31 0.31 -0.1364
C 2.44 -0.83 0.94 -0.1612
C 3.41 -1.60 0.21 -0.0204
C 4.08 -2.65 0.86 -0.0343
C 3.74 -3.05 2.19 -0.2637
C 4.30 -4.28 2.85 -0.0505
C 2.82 -2.26 2.90 -0.0341
C 2.27 -1.12 2.33 -0.0140
C 0.71 1.04 0.88 -0.1975
C -0.25 0.52 1.78 -0.0222
C -1.10 1.41 2.46 0.0167
C -1.14 2.75 2.09 -0.2379
O -2.23 3.51 2.51 -0.0081
C -2.12 4.21 3.72 -0.2551
C -2.00 5.60 3.62 -0.0055
C -1.69 6.32 4.78 -0.0723
C -1.59 5.66 6.01 -0.0921
C -1.77 4.28 6.10 -0.0719
C -2.04 3.53 4.94 -0.0093
C -0.28 3.27 1.12 0.0257
C 0.60 2.39 0.50 -0.0231
H 4.11 2.15 -3.22 0.0888
H 2.51 1.53 -3.85 0.0893
H 2.54 2.68 -2.48 0.0873
H 3.69 -0.23 -2.51 0.1259
H 3.96 0.94 -1.19 0.1347
H -1.32 -1.97 -3.32 0.1450
H 0.02 -1.01 -4.23 0.1410
H 1.32 -2.88 -4.90 0.1211
H 2.98 -4.66 -4.29 0.1142
H 3.24 -5.34 -1.89 0.1098
H 1.80 -4.28 -0.13 0.1135
H 0.17 -2.50 -0.77 0.1230
H -3.49 0.55 -4.52 0.1209
H -5.65 -0.62 -4.17 0.1292
H -6.65 -2.17 -0.91 0.0830
H -7.41 -1.12 -2.13 0.0985
H -6.62 -2.64 -2.63 0.0967
H -4.65 -1.27 -0.07 0.1223
H -2.52 -0.02 -0.37 0.1140
H 2.59 1.02 -0.12 0.1410
H 3.65 -1.37 -0.86 0.1099
H 4.87 -3.20 0.33 0.1238
H 3.63 -4.59 3.68 0.0815
H 4.37 -5.11 2.14 0.0805
H 5.29 -4.10 3.28 0.0897
H 2.54 -2.53 3.94 0.1251
H 1.70 -0.40 2.95 0.1174
H -0.27 -0.56 2.00 0.1214
H -1.78 1.05 3.24 0.1176
H -2.11 6.07 2.64 0.1213
H -1.57 7.41 4.71 0.1098
H -1.38 6.22 6.92 0.1041
H -1.74 3.75 7.06 0.1101
H -2.18 2.44 4.95 0.1087
H -0.39 4.32 0.84 0.1359
H 1.29 2.81 -0.24 0.1221
```